(1)
A 40-piece molecular cluster, H80O40 overall at a distorted geometry, computed with wB97M-V/def2-TZVPD.

ORCA input file:
```
! RIJCOSX wB97M-V def2-TZVPD def2/J DEFGRID3
* xyz 0 1
H 2.49 -1.14 -0.77
H 3.74 -0.47 -1.14
O 3.45 -1.26 -0.71
H -2.38 -2.87 2.13
H -1.07 -2.83 1.74
O -1.54 -2.81 2.58
H -1.96 2.70 3.74
H -2.83 2.21 2.55
O -1.92 2.35 2.86
H 2.85 1.13 -3.01
H 2.31 1.68 -1.69
O 2.87 1.89 -2.44
H 0.23 2.47 -2.33
H -0.07 3.95 -2.78
O -0.32 3.23 -2.24
H -1.94 1.26 -5.82
O -2.08 2.14 -5.44
H 0.77 0.67 -5.60
O 1.18 1.34 -5.05
H 2.12 -1.89 -3.89
H 2.68 -1.84 -2.44
O 2.94 -2.05 -3.33
H 0.48 4.74 4.40
H -0.48 3.65 3.66
O -0.30 4.14 4.52
H 3.56 3.20 0.40
H 4.46 4.32 0.54
O 3.49 4.27 0.23
H 1.77 -5.64 1.70
H 0.46 -6.47 1.79
O 1.03 -5.99 1.22
H -0.22 1.18 5.05
O -0.31 0.96 5.98
H 4.80 -0.54 1.85
H 4.24 0.21 3.04
O 4.59 0.39 2.15
H -0.30 -2.74 -1.28
H -0.72 -2.57 -2.83
O -0.43 -2.14 -2.04
H -2.69 -0.12 2.13
H -3.29 -1.45 1.81
O -2.58 -0.85 1.55
H 3.02 -3.46 1.80
H 4.06 -4.56 1.77
O 3.32 -4.22 1.21
H 1.79 -4.21 -0.82
H 0.99 -5.27 -0.33
O 0.95 -4.60 -1.06
H 3.01 -3.12 4.38
H 2.79 -2.13 3.37
O 3.29 -2.92 3.49
H 4.37 -3.82 -2.12
O 3.94 -4.72 -2.00
H -5.99 2.08 2.22
H -6.38 0.68 2.88
O -5.83 1.14 2.27
H -2.45 4.27 -3.78
O -2.05 4.77 -4.51
H -3.25 0.55 -3.89
H -4.48 1.06 -3.38
O -4.17 0.52 -4.15
H 1.30 3.50 4.90
H 2.39 3.63 3.90
O 2.15 3.08 4.65
H -4.96 -2.20 -0.22
H -5.92 -1.76 -1.32
O -5.64 -2.56 -0.85
H -4.18 -1.53 -4.30
H -3.76 -3.17 -4.38
O -3.52 -2.22 -4.42
H -0.40 2.53 1.11
H -0.50 3.04 -0.40
O -0.01 2.40 0.20
H -0.63 -2.53 4.95
H -0.85 -1.61 3.90
O -0.98 -1.64 4.84
H -1.32 -0.26 -2.89
H -0.65 -0.67 -4.06
O -0.87 0.17 -3.63
H -3.60 0.02 -0.01
H -4.72 0.69 0.80
O -4.46 0.30 -0.04
H 0.32 -5.06 -4.38
H 0.91 -4.12 -3.35
O 0.66 -4.15 -4.26
H 5.90 -1.89 -1.84
H 5.35 -2.34 -0.58
O 6.24 -2.46 -1.10
H 2.33 3.80 -4.95
O 2.62 4.29 -4.13
H 0.73 1.23 2.07
H 1.64 0.04 1.63
O 0.76 0.44 1.50
H 3.45 -4.67 -1.20
H -1.25 2.26 -5.00
H -1.12 4.59 -4.47
H 0.96 0.92 -4.15
H -0.22 0.04 5.89
H 2.84 3.73 -3.41
O 2.39 0.22 3.69
H 2.52 1.09 4.02
H 1.50 -0.03 3.44
O 1.25 0.38 -0.96
H 0.67 -0.39 -0.93
H 1.18 0.78 -0.06
O -1.54 -4.84 -2.36
H -0.68 -4.98 -1.94
H -2.15 -4.71 -1.66
O -5.01 2.99 0.51
H -5.11 2.73 -0.40
H -4.80 3.92 0.42
O -2.25 4.19 0.41
H -2.57 4.16 -0.53
H -2.03 5.11 0.23
O -3.17 -0.53 6.00
H -2.38 -0.59 6.51
H -3.12 -1.20 5.30
O 2.48 4.95 2.69
H 3.06 5.70 2.81
H 2.73 4.75 1.72
*
```

The frontier orbital gap comes out at 9.69 eV. The calculation puts the largest force on an atom at 5.50 eV/A. Its total energy is -3057.42389 hartree. The calculation puts the molar mass at 720.600 g mol⁻¹. The value obtained for the energy above the lowest of the compared OMol25 structures with the same formula, charge and spin is 209.2 kcal/mol. The LUMO energy is -0.038 Eh. The value obtained for the HOMO energy is -10.72 eV.

Mulliken population analysis, charges in e, atoms 1 to 4:
1. H -0.025
2. H 0.302
3. O -0.387
4. H 0.228

---

(2)
A 40-piece molecular cluster, H80O40 overall at a distorted geometry, computed with wB97M-V/def2-TZVPD.

ORCA input file:
```
! RIJCOSX wB97M-V def2-TZVPD def2/J DEFGRID3
* xyz 0 1
H 0.55 -4.17 -5.13
H 0.33 -2.87 -5.63
O 0.12 -3.35 -4.73
H -0.27 4.06 4.90
H 0.16 3.26 3.66
O 0.37 3.48 4.48
H -1.99 2.17 -2.95
H -2.12 1.05 -4.01
O -1.65 1.48 -3.40
H -4.75 2.11 1.52
H -4.63 3.62 1.28
O -4.45 3.04 1.92
H 1.40 -0.02 5.40
H 1.99 -0.71 6.66
O 1.81 -0.88 5.63
H -1.60 2.07 6.12
O -1.79 2.87 5.56
H 3.38 0.67 3.96
O 2.97 0.55 3.21
H -0.19 1.87 4.93
H 0.10 0.93 3.90
O 0.12 0.94 4.85
H 4.38 -2.61 1.32
H 5.39 -2.49 2.46
O 5.05 -2.08 1.65
H -0.75 2.29 -5.67
H 0.44 2.67 -6.40
O -0.57 2.32 -6.58
H 1.40 4.72 0.70
H 1.58 3.48 1.69
O 0.84 4.11 1.31
H 0.75 -0.02 -1.36
O 1.00 0.79 -1.87
H -4.48 -2.68 3.08
H -5.29 -1.56 2.58
O -5.17 -2.50 2.41
H 3.09 -5.48 -2.96
H 2.70 -4.72 -4.36
O 2.80 -4.75 -3.51
H -3.20 2.34 -0.75
H -4.63 1.60 -1.20
O -4.16 2.29 -0.58
H 2.98 1.99 -2.16
H 3.00 3.59 -2.71
O 2.84 3.00 -1.83
H -0.79 -2.63 0.57
H 0.44 -2.09 1.12
O -0.38 -2.32 1.36
H -0.72 4.68 0.18
H -2.13 4.34 0.47
O -1.49 4.33 -0.21
H 2.40 -2.42 -0.62
O 1.51 -2.58 -0.68
H -1.46 0.89 0.66
H -1.94 1.84 1.53
O -1.85 0.85 1.73
H 0.45 5.72 -1.37
O 1.22 5.67 -0.84
H -4.87 -0.10 4.23
H -3.53 -0.43 3.61
O -4.39 -0.32 3.54
H 6.20 -1.34 -2.17
H 4.92 -0.57 -1.98
O 5.27 -1.25 -2.45
H -1.91 -3.18 3.03
H -1.30 -3.49 4.45
O -2.02 -3.66 3.78
H 1.12 -2.73 4.55
H 0.74 -2.87 3.13
O 0.40 -3.02 3.93
H 1.87 0.20 1.45
H 0.50 -0.42 1.51
O 1.41 -0.56 1.75
H -0.47 -0.29 -5.49
H 0.21 0.11 -6.81
O -0.14 -0.66 -6.18
H 4.26 1.36 -1.66
H 5.00 2.57 -1.51
O 5.14 1.65 -1.62
H -2.21 0.06 4.64
H -2.09 -0.68 6.10
O -2.63 -0.04 5.48
H -3.58 -2.83 -3.97
H -2.61 -2.79 -2.79
O -3.27 -2.35 -3.12
H 1.26 -1.05 -3.69
H 1.46 -2.61 -3.32
O 1.90 -1.67 -3.14
H 2.91 -3.63 3.00
O 2.89 -3.83 2.14
H 0.51 1.38 1.43
H -0.29 2.77 0.73
O -0.05 1.82 0.76
H 1.09 -1.78 -1.03
H -2.35 2.64 4.86
H 1.97 6.05 -1.22
H 2.60 -0.38 3.19
H 0.15 1.33 -2.02
H 2.52 -2.96 1.67
O -5.03 -0.51 -0.66
H -5.77 -1.19 -0.23
H -4.52 -0.13 0.13
O -1.66 -0.62 -1.19
H -2.47 -1.02 -0.88
H -1.98 -0.67 -2.13
O 1.94 1.78 -4.29
H 2.74 1.30 -4.73
H 1.57 1.29 -3.51
O -3.35 -3.29 0.14
H -3.89 -2.69 0.53
H -3.65 -4.22 -0.08
O 2.79 -5.87 -1.04
H 3.44 -5.31 -1.08
H 1.98 -5.91 -0.57
O 3.95 -0.51 -4.22
H 4.65 -1.07 -3.90
H 3.28 -0.85 -3.61
O -2.35 4.42 -2.82
H -2.58 5.22 -2.30
H -2.83 4.57 -3.64
*
```

The frontier orbital gap comes out at 9.46 eV. The calculation puts the largest force on an atom at 10.39 eV/A. Its total energy is -3057.08638 hartree. The calculation puts the molar mass at 720.600 g mol⁻¹. The value obtained for the energy above the lowest of the compared OMol25 structures with the same formula, charge and spin is 421.0 kcal/mol. The LUMO energy is -0.012 Eh. The value obtained for the HOMO energy is -9.80 eV.

Mulliken population analysis, charges in e, atoms 1 to 4:
1. H 0.273
2. H 0.319
3. O -0.630
4. H 0.303

---

(3)
A 40-piece molecular cluster, H80O40 overall at a distorted geometry, computed with wB97M-V/def2-TZVPD.

ORCA input file:
```
! RIJCOSX wB97M-V def2-TZVPD def2/J DEFGRID3
* xyz 0 1
H 4.60 1.15 -3.05
H 5.38 0.42 -2.05
O 5.52 1.02 -2.69
H 5.84 1.23 1.84
H 5.74 -0.45 2.03
O 5.27 0.47 1.78
H -1.65 5.98 -1.82
H -0.63 5.61 -0.74
O -1.24 6.19 -0.93
H 0.44 4.72 -5.01
H 0.52 4.28 -3.31
O 0.17 4.75 -4.11
H 0.72 2.90 5.42
H 1.44 1.60 4.98
O 1.17 2.48 4.59
H -2.40 -1.69 -0.73
O -2.12 -0.84 -1.28
H -1.51 -0.87 -4.01
O -2.21 -0.88 -4.59
H 1.89 -6.44 -1.67
H 2.05 -5.13 -1.45
O 2.61 -6.01 -1.38
H -1.37 1.84 5.18
H -1.62 3.17 4.29
O -1.76 2.72 5.16
H 3.32 1.39 -4.38
H 2.84 0.35 -5.20
O 3.30 0.45 -4.32
H 0.08 -3.55 -2.86
H 0.96 -4.37 -3.75
O 0.52 -4.38 -2.94
H -3.18 1.90 -1.07
O -2.40 1.96 -1.47
H 1.87 -1.80 0.69
H 3.39 -1.87 1.41
O 2.56 -1.52 1.39
H -0.02 1.43 -6.52
H 1.15 2.48 -5.61
O 0.80 1.73 -6.01
H -2.42 0.57 5.98
H -1.17 0.16 5.47
O -1.75 0.03 6.14
H 0.46 5.28 1.23
H 0.40 3.94 2.07
O 0.87 4.45 1.50
H -1.37 4.15 0.66
H -1.71 3.10 -0.36
O -1.34 3.30 0.44
H -3.85 2.34 3.75
H -5.00 1.25 3.97
O -4.64 2.18 4.31
H -0.79 -5.94 -2.02
O -1.70 -5.72 -2.28
H 4.16 0.96 4.55
H 4.11 2.16 5.06
O 4.23 1.31 5.36
H 0.01 -0.56 2.50
O -0.47 -1.31 2.01
H 3.89 3.17 2.00
H 4.72 4.46 2.50
O 4.76 3.46 2.28
H 0.39 1.84 3.01
H -1.14 1.72 2.80
O -0.50 1.55 3.35
H 2.57 -2.11 -1.04
H 2.65 -0.86 -1.64
O 3.23 -1.35 -1.13
H 1.02 -0.23 -3.49
H -0.24 -0.65 -2.62
O 0.78 -0.53 -2.61
H -3.78 -1.56 4.59
H -3.55 -2.62 3.34
O -4.04 -1.89 3.59
H -2.34 2.02 -4.91
H -2.17 0.63 -5.70
O -2.22 1.54 -5.69
H 3.17 3.88 -4.83
H 4.09 3.09 -3.78
O 3.18 3.17 -4.08
H -0.62 1.67 0.66
H 0.29 0.56 0.01
O -0.37 0.80 0.73
H 0.72 -6.36 1.67
H -0.29 -5.39 1.83
O 0.47 -5.57 1.23
H -4.13 -5.22 0.06
H -4.29 -4.96 1.39
O -3.82 -5.60 0.83
H -3.20 4.50 -4.21
O -2.98 3.99 -3.40
H 1.80 -1.00 -4.46
H 0.93 -1.28 -5.67
O 1.18 -0.61 -5.17
H -1.17 -5.52 -3.12
H -1.98 -0.15 -0.65
H -0.79 -0.72 1.37
H -2.70 -1.69 -4.64
H -2.50 1.79 -2.36
H -1.96 3.86 -3.06
O -4.46 0.80 0.28
H -4.19 0.85 1.15
H -5.31 1.14 0.07
O -2.19 -5.46 3.00
H -2.30 -4.61 2.67
H -2.91 -5.87 2.50
O 0.23 -3.83 -0.67
H 0.34 -4.76 -0.32
H -0.13 -3.64 0.28
O 5.29 -2.89 2.76
H 5.12 -2.96 1.88
H 4.71 -2.25 3.09
O 1.77 -0.80 4.63
H 2.64 -0.91 4.84
H 1.71 -0.65 3.67
O -4.01 4.36 1.88
H -4.41 4.27 2.62
H -3.13 3.93 1.98
O -3.50 -3.70 -1.88
H -2.87 -3.17 -1.52
H -2.96 -4.37 -2.21
*
```

The frontier orbital gap comes out at 9.88 eV. The calculation puts the largest force on an atom at 9.71 eV/A. Its total energy is -3057.07461 hartree. The calculation puts the molar mass at 720.600 g mol⁻¹. The value obtained for the energy above the lowest of the compared OMol25 structures with the same formula, charge and spin is 428.4 kcal/mol. The LUMO energy is -0.026 Eh. The value obtained for the HOMO energy is -10.58 eV.

Mulliken population analysis, charges in e, atoms 1 to 4:
1. H 0.276
2. H 0.293
3. O -0.609
4. H 0.280

---

(4)
A 40-piece molecular cluster, H80O40 overall at a distorted geometry, computed with wB97M-V/def2-TZVPD.

ORCA input file:
```
! RIJCOSX wB97M-V def2-TZVPD def2/J DEFGRID3
* xyz 0 1
H 3.96 3.70 3.40
H 2.62 3.78 4.01
O 3.06 3.93 3.16
H -4.90 3.97 -0.21
H -4.13 3.25 -1.32
O -4.27 4.11 -0.92
H 2.12 -0.67 -0.56
H 3.00 0.60 -0.33
O 2.21 0.13 -0.04
H 1.95 4.77 0.64
H 1.59 3.93 1.85
O 1.20 4.41 1.12
H 2.58 -4.38 -0.57
H 2.45 -5.85 -1.09
O 2.65 -5.31 -0.33
H 3.09 1.09 -2.95
O 2.47 1.24 -2.24
H -0.44 -0.90 4.64
O 0.38 -0.84 4.16
H -5.13 2.83 2.32
H -4.67 1.43 1.89
O -5.45 2.00 1.97
H 3.30 3.12 -0.93
H 3.68 3.91 -2.26
O 3.10 3.86 -1.50
H 1.58 -2.02 -5.20
H 0.51 -2.03 -6.38
O 1.38 -1.76 -6.10
H 1.23 2.56 4.89
H 1.18 1.38 5.90
O 1.66 2.18 5.66
H 2.34 -3.41 3.34
O 1.52 -3.64 3.82
H 5.73 2.04 2.42
H 5.61 0.70 1.85
O 5.38 1.61 1.63
H 0.64 1.66 2.33
H -0.47 2.83 2.36
O -0.24 1.93 2.61
H -3.04 0.97 3.84
H -2.53 0.15 2.64
O -3.31 0.57 3.00
H 3.68 -3.49 1.60
H 4.10 -4.85 2.13
O 4.11 -3.91 2.36
H 0.32 -3.01 -2.22
H 0.97 -4.31 -1.68
O 1.04 -3.63 -2.39
H 0.79 -5.45 0.08
H 0.09 -4.12 0.51
O 0.09 -4.81 -0.16
H -1.72 2.82 4.37
O -2.51 2.66 4.90
H -0.38 3.16 -3.46
H -1.55 4.19 -3.46
O -1.34 3.25 -3.52
H -3.31 -4.46 -3.58
O -3.78 -3.79 -4.07
H 0.15 -1.84 -3.38
H -0.30 -0.87 -2.27
O 0.49 -1.13 -2.83
H 0.14 -0.48 1.79
H -0.30 -0.86 0.44
O -0.01 -1.29 1.29
H -5.95 0.64 -2.20
H -5.32 -0.64 -1.66
O -6.17 -0.19 -1.75
H -0.64 -4.03 -4.28
H -1.09 -3.77 -5.71
O -1.35 -3.61 -4.79
H 3.25 0.75 4.28
H 4.06 1.97 3.57
O 4.05 1.26 4.20
H -2.22 5.39 2.84
H -0.71 5.51 2.60
O -1.40 4.88 2.83
H 0.89 0.13 -5.58
H 1.38 0.75 -4.42
O 1.40 0.95 -5.37
H -1.96 1.22 0.17
H -0.44 1.51 -0.24
O -1.07 0.87 0.12
H 4.92 -1.19 1.40
H 5.16 -2.41 2.23
O 5.58 -1.55 2.00
H 3.78 -2.23 -3.06
H 2.67 -2.55 -2.18
O 3.31 -1.81 -2.32
H -5.21 -1.25 3.35
O -5.66 -1.30 2.49
H 2.80 -1.77 0.76
H 1.33 -2.08 1.39
O 2.18 -2.47 0.96
H -2.45 3.49 5.39
H 1.69 0.68 -2.35
H -3.39 -3.50 -4.88
H 0.88 -1.66 4.24
H 0.94 -3.77 3.06
H -6.17 -0.48 2.53
O -1.37 -2.59 3.13
H -1.21 -1.69 2.86
H -0.76 -2.94 3.77
O -0.60 2.65 -6.06
H -0.02 1.88 -5.96
H -1.20 2.66 -5.29
O -2.70 -1.29 0.93
H -3.67 -1.39 0.88
H -2.46 -1.71 1.77
O -3.60 -0.94 -2.82
H -3.65 -0.28 -3.52
H -3.76 -1.78 -3.27
O 0.55 3.25 -1.64
H 0.92 3.88 -1.01
H 1.25 2.58 -1.65
O -1.55 -1.18 -1.32
H -2.32 -0.63 -1.51
H -1.61 -1.63 -0.45
O -2.91 1.68 -2.32
H -2.29 2.31 -1.92
H -2.51 1.82 -3.19
*
```

The frontier orbital gap comes out at 9.66 eV. The calculation puts the largest force on an atom at 2.72 eV/A. Its total energy is -3057.51093 hartree. The calculation puts the molar mass at 720.600 g mol⁻¹. The value obtained for the energy above the lowest of the compared OMol25 structures with the same formula, charge and spin is 154.6 kcal/mol. The LUMO energy is -0.019 Eh. The value obtained for the HOMO energy is -10.16 eV.

Mulliken population analysis, charges in e, atoms 1 to 4:
1. H 0.282
2. H 0.305
3. O -0.649
4. H 0.309

---

(5)
A 5-piece molecular cluster, H8IO4 overall at a distorted geometry, computed with wB97M-V/def2-TZVPD.

ORCA input file:
```
! RIJCOSX wB97M-V def2-TZVPD def2/J DEFGRID3
* xyz -1 1
I 18.95 7.54 -14.84
O 18.94 3.95 -15.78
H 19.11 4.89 -15.65
H 18.18 3.84 -16.36
O 17.41 10.34 -13.77
H 16.89 10.64 -14.54
H 17.89 9.64 -14.17
O 20.80 8.79 -12.07
H 20.22 8.62 -12.74
H 21.28 9.54 -12.36
O 16.17 5.79 -16.36
H 16.29 5.28 -17.17
H 16.85 6.46 -16.32
*
```

The frontier orbital gap comes out at 7.83 eV. The calculation puts the largest force on an atom at 4.12 eV/A. Its total energy is -603.55684 hartree. The calculation puts the molar mass at 198.964 g mol⁻¹. The value obtained for the energy above the lowest of the compared OMol25 structures with the same formula, charge and spin is 14.8 kcal/mol. The LUMO energy is 0.120 Eh. The value obtained for the HOMO energy is -4.56 eV.

Mulliken population analysis, charges in e, atoms 1 to 4:
1. I -0.565
2. O -0.614
3. H 0.217
4. H 0.283